(1)
A single C7H15N molecule at a distorted geometry. Source: the OMol25 dataset; level of theory: wB97M-V/def2-TZVPD.

Last column: Mulliken charge in e.
CARTESIAN COORDINATES (ANGSTROEM)
C 2.01 -0.14 -0.35  -0.9423
C 1.38 -1.54 -0.07  -0.5282
C -0.08 -1.03 -0.17  -0.2635
C -1.63 -1.25 0.23  -0.6364
N -2.14 0.09 0.10  -0.2869
C -1.35 1.09 -0.43  -0.4551
C 0.19 1.55 0.07  -0.5217
C 1.51 0.85 0.59  -0.5437
H 1.93 0.25 -1.30  0.5732
H 3.10 0.11 -0.16  0.3265
H 1.76 -1.64 1.03  0.2416
H 1.43 -2.60 -0.51  0.3196
H -0.14 -0.88 -1.43  0.1454
H 0.02 0.06 0.42  0.0838
H -2.47 -1.62 -0.56  0.2791
H -1.90 -1.53 1.46  0.2918
H -2.51 0.22 1.13  0.2814
H -1.66 2.19 -0.20  0.2705
H -1.46 0.82 -1.59  0.2566
H 0.79 1.87 -0.95  0.1946
H 0.25 2.70 0.56  0.2799
H 1.58 0.36 1.74  0.2200
H 2.12 1.79 0.41  0.4140

## Properties
Energy = -330.1181 Ha
SMILES = C1CCCNCCC1
Relative energy (zero: lowest compared OMol25 entry of this formula, charge and spin) = 219.5 kcal per mole
Gap between HOMO and LUMO = 9.21 eV
HOMO = -8.21 eV

=====

(2)
13 unconnected molecules or ions with the total composition C30H61BCl24O5. Source: the OMol25 dataset; level of theory: wB97M-V/def2-TZVPD.

Last column: Mulliken charge in e.
CARTESIAN COORDINATES (ANGSTROEM)
C 4.14 -0.82 1.20  -0.6906
C 3.57 0.56 1.55  0.3347
C 2.02 0.64 1.43  -0.9143
C 1.58 1.43 0.20  -0.5116
C 1.82 0.65 -1.11  -0.4106
C 0.54 0.02 -1.67  -0.4120
C 0.71 -0.49 -3.10  -0.7200
C -0.39 -1.45 -3.59  -0.9743
C -1.78 -1.22 -3.02  -0.0106
C -2.76 -2.34 -3.42  -0.8010
C -2.76 -3.53 -2.43  -0.9063
C -4.12 -3.84 -1.76  -0.5271
C -4.01 -3.90 -0.23  -0.9845
C -4.21 -2.61 0.63  -1.0007
C -4.48 -1.26 -0.06  0.4970
C -6.00 -1.00 -0.19  -0.8905
C -6.49 0.05 -1.18  -0.1355
O -5.65 0.09 -2.32  -0.0627
C -6.24 0.64 -3.43  0.0884
O -7.00 0.05 -4.12  -0.5057
O -6.58 1.33 -0.60  -0.6167
B -5.43 2.10 -0.45  0.7630
O -4.86 2.24 0.82  -0.5134
O -4.97 2.82 -1.51  -0.3027
H 3.43 -1.62 1.43  0.0395
H 4.35 -0.89 0.13  0.4241
H 5.08 -1.00 1.72  -0.0719
H 3.86 0.81 2.57  0.3995
H 3.97 1.31 0.86  -0.2290
H 1.60 -0.37 1.41  0.3757
H 1.63 1.13 2.32  0.3529
H 0.51 1.64 0.30  0.4599
H 2.08 2.40 0.18  -0.0571
H 2.25 1.32 -1.86  0.4096
H 2.55 -0.13 -0.91  0.0382
H -0.27 0.75 -1.62  0.3116
H 0.25 -0.81 -1.02  0.2517
H 0.78 0.35 -3.79  0.3392
H 1.67 -1.01 -3.16  0.2842
H -0.48 -1.34 -4.67  0.2867
H -0.09 -2.50 -3.43  0.3672
H -1.76 -1.16 -1.93  0.0232
H -2.17 -0.27 -3.39  0.3580
H -2.48 -2.70 -4.42  0.5739
H -3.76 -1.95 -3.49  0.1288
H -2.42 -4.42 -2.97  0.3951
H -2.00 -3.37 -1.66  0.4517
H -4.91 -3.16 -2.10  0.2955
H -4.43 -4.84 -2.08  0.5103
H -4.71 -4.66 0.14  0.3791
H -3.02 -4.30 0.00  0.4167
H -3.32 -2.50 1.24  0.4725
H -5.02 -2.77 1.34  0.3221
H -4.10 -0.50 0.62  -0.0385
H -3.95 -1.13 -1.00  -0.0452
H -6.34 -0.64 0.79  0.2991
H -6.53 -1.94 -0.36  0.4935
H -7.50 -0.20 -1.51  0.3480
H -5.92 1.67 -3.63  0.3365
H -4.00 1.81 0.90  0.2994
H -4.16 3.30 -1.29  0.2175
C 3.69 -0.41 5.81  -0.4272
Cl 4.61 -1.80 5.20  -0.0995
Cl 2.33 -0.06 4.75  -0.1032
H 3.31 -0.65 6.79  0.3532
H 4.35 0.45 5.84  0.2899
C 2.30 6.01 -0.63  -0.1744
Cl 2.51 4.64 -1.73  -0.1260
Cl 1.23 5.60 0.72  -0.0866
H 3.27 6.28 -0.22  0.0490
H 1.87 6.84 -1.18  0.3408
C 1.95 -4.75 2.38  -0.1187
Cl 2.13 -4.25 0.69  -0.1107
Cl 2.01 -3.38 3.49  -0.1092
H 0.99 -5.24 2.48  -0.0341
H 2.76 -5.43 2.63  0.3320
C -4.09 2.79 -8.11  -0.3270
Cl -2.68 1.98 -8.80  -0.1558
Cl -4.02 2.89 -6.34  -0.0720
H -4.14 3.79 -8.51  0.2848
H -4.98 2.22 -8.38  0.2774
C 8.59 -2.36 3.39  -0.1784
Cl 9.37 -3.93 3.60  -0.1673
Cl 7.41 -2.37 2.08  -0.1447
H 8.08 -2.10 4.31  0.1383
H 9.36 -1.63 3.16  0.3233
C 3.23 8.50 2.64  -0.3509
Cl 4.17 7.23 1.83  -0.0966
Cl 1.83 9.01 1.69  -0.1229
H 2.89 8.11 3.59  0.2523
H 3.88 9.36 2.79  0.3277
C 3.18 -5.93 -2.66  0.1129
Cl 4.01 -7.49 -2.62  -0.1680
Cl 1.90 -5.88 -3.88  -0.1553
H 2.74 -5.76 -1.69  -0.0950
H 3.91 -5.16 -2.89  0.3013
C -5.00 6.16 -2.52  -0.3745
Cl -4.32 5.06 -3.72  -0.0816
Cl -4.10 6.15 -0.99  -0.1661
H -4.96 7.17 -2.92  0.3543
H -6.02 5.87 -2.32  0.2571
C -0.28 -8.75 1.80  -0.2800
Cl -0.02 -8.18 0.15  -0.1228
Cl -0.21 -7.43 2.98  -0.1441
H -1.25 -9.22 1.86  0.2876
H 0.50 -9.46 2.04  0.2797
C 6.00 3.81 1.83  -0.4632
Cl 6.87 2.28 1.97  -0.1459
Cl 4.83 3.79 0.50  -0.0687
H 5.46 3.98 2.75  0.2655
H 6.71 4.60 1.65  0.4101
C 6.06 -4.25 7.39  -0.1149
Cl 7.25 -4.08 6.09  -0.0775
Cl 5.23 -5.82 7.33  -0.1614
H 6.57 -4.17 8.34  0.3134
H 5.32 -3.47 7.28  0.0473
C -3.31 8.40 1.81  -0.0811
Cl -1.71 7.64 1.74  -0.0627
Cl -3.22 10.15 1.55  -0.1751
H -3.93 7.97 1.04  0.0389
H -3.73 8.22 2.80  0.2946

## Properties
Energy = -12625.4126 Ha
Gap between HOMO and LUMO = 10.40 eV
HOMO = -10.18 eV